1.
Density functional theory data (wB97M-V/def2-TZVPD) for one molecule with the formula C19H18N2O4S at a distorted geometry.

multiplicity = 1
SMILES = Cc1ccc(N(CC(=O)O)c2sc(=O)n(-c3ccc(C)cc3)c2O)cc1

The geometry in XYZ format:
```
44
Properties=species:S:1:pos:R:3:forces:R:3
H -4.3948 -1.5155 -2.2579 0.9 1.2 0.3
H 3.7976 -0.8770 -1.5729 0.0 -0.2 -0.4
C -6.5566 2.5401 -1.9593 1.0 -0.3 -1.0
H -6.3158 -0.0681 -2.2961 0.6 0.4 0.2
H 2.3596 -0.2887 4.6388 -0.4 -0.1 0.7
O -2.4502 -2.0741 -3.7083 1.2 1.0 0.1
H 3.3417 -2.5403 -1.7824 0.8 -1.3 0.3
C -2.7734 1.6104 -1.6316 -3.1 -4.8 -1.0
H 0.8043 -2.9228 2.9818 -0.9 -1.6 0.8
H 1.6191 -1.8716 4.9847 -0.5 -0.6 0.7
C -5.2188 1.7532 -1.8900 -1.5 -0.2 -0.3
H 0.9080 0.4440 -0.1412 -1.1 -0.2 -0.4
C 3.0370 -1.5520 -1.9929 1.0 -0.4 2.6
C 2.7987 -0.3273 2.2309 0.7 -1.4 -2.5
C -0.4747 -0.3658 -1.2846 3.5 -1.7 -2.3
C -5.3419 0.4077 -2.0841 0.7 -1.9 -0.1
H -7.3683 1.9776 -2.4704 0.7 -0.1 0.6
C 1.2588 -2.2935 0.9868 -0.6 -1.6 -0.7
C -2.9157 0.2072 -1.8945 -1.5 -0.7 -0.2
C 0.5671 -1.1934 -1.7653 -2.3 0.5 1.2
H -6.8723 2.8150 -0.9710 -0.3 0.3 0.4
O 3.0042 -2.5910 -4.1694 0.0 1.7 0.2
C 1.3996 -2.3516 2.3553 1.1 2.4 -1.0
H -1.8625 1.9550 -1.3888 3.0 1.6 0.6
C 1.9451 -1.3758 0.1981 0.6 -0.6 1.1
N 1.8336 -1.3834 -1.1784 -1.6 0.9 -2.7
C -3.9480 2.2678 -1.6312 -1.7 0.2 -0.3
N -1.7594 -0.5845 -2.0417 4.1 -0.1 1.2
C 2.7653 -0.4390 0.7885 -0.1 1.1 2.0
H 3.4193 -1.6047 4.7233 -0.8 -0.5 0.0
C -4.2064 -0.4304 -2.0469 0.7 0.9 -0.4
H 2.7878 -2.3097 -5.0924 0.4 -0.3 0.8
C 2.3695 -1.3647 4.4399 1.8 1.7 0.1
O -0.0326 0.6096 -0.3953 -2.0 0.1 -0.4
H -6.4575 3.4102 -2.6057 0.2 0.4 0.3
H -3.9489 3.2772 -1.5148 0.3 3.0 0.6
C -1.5254 -1.5901 -3.0646 -3.2 -0.5 1.2
O 3.1102 -0.3016 -3.9426 0.2 -1.5 -0.1
H 3.2732 0.2826 0.1107 -0.3 -0.4 0.8
S 0.0189 -2.3651 -2.9395 0.1 0.3 -0.3
C 3.0861 -1.4109 -3.4433 -1.6 1.5 -2.3
C 2.1924 -1.3997 2.9842 1.0 2.1 -1.2
H 3.4521 0.5302 2.5491 -0.9 -1.2 0.6
H 0.6527 -3.0847 0.5014 0.2 0.8 0.1
```
Forces are in eV/Å.

In elementary charge units, the Löwdin charges are: H 0.124; H 0.135; C -0.041; H 0.118; H 0.082; O -0.017; H 0.124; C 0.021; H 0.096; H 0.067; C -0.256; H 0.092; C -0.077; C 0.010; C -0.177; C -0.069; H 0.080; C 0.012; C -0.165; C -0.458; H 0.066; O 0.060; C -0.025; H 0.071; C -0.318; N -0.102; C -0.055; N 0.046; C -0.029; H 0.102; C 0.022; H 0.142; C -0.063; O 0.045; H 0.069; H 0.084; C -0.682; O 0.118; H 0.132; S 1.135; C -0.498; C -0.284; H 0.126; H 0.138


2.
Density functional theory data (wB97M-V/def2-TZVPD) for one molecule with the formula C7H8OS at a distorted geometry.

multiplicity = 1
SMILES = C[C@@]12S[C@@H]1CC=CC2=O

The geometry in XYZ format:
```
17
Properties=species:S:1:pos:R:3:forces:R:3
H 1.8240 -0.4741 1.1154 0.1 -0.4 1.2
H 2.8501 -0.0127 -0.1453 -0.5 0.7 -0.1
C 0.8017 0.9998 0.0618 -0.6 -1.2 0.4
C -0.6626 0.5526 0.0052 -1.3 0.2 0.0
S -0.0209 1.3743 -1.4305 0.0 0.8 -1.9
H -1.7538 2.4077 0.5441 0.7 0.6 -0.6
H -1.5183 1.3470 1.8090 0.3 -0.4 1.7
H 0.8250 1.8690 0.7196 0.9 -0.4 0.1
C -1.6835 1.3622 0.7753 -1.4 -0.3 -0.7
C 1.3421 -1.3442 -0.6894 1.2 -2.1 -0.6
O -1.9616 -1.5320 0.1317 -0.5 1.2 -0.1
H -2.7299 1.0425 0.6180 0.6 -0.4 -0.1
H -0.2284 -2.6648 -1.4060 0.7 1.8 1.1
C 1.7869 -0.1797 0.0956 0.9 0.9 -0.2
C -0.9985 -0.9125 -0.2707 0.9 -0.6 1.1
H 2.0321 -2.1429 -1.0748 0.0 1.4 0.5
C 0.0958 -1.6921 -0.8590 -1.9 -1.7 -1.8
```
Forces are in eV/Å.

In elementary charge units, the Löwdin charges are: H 0.112; H 0.122; C -0.482; C -0.613; S 0.969; H 0.069; H 0.064; H 0.115; C -0.077; C -0.121; O 0.096; H 0.097; H 0.157; C -0.177; C -0.391; H 0.132; C -0.071


3.
Density functional theory data (wB97M-V/def2-TZVPD) for a 2-piece molecular cluster, C25H36F2N3O3 overall at a distorted geometry.

multiplicity = 1
total charge = +1

The geometry in XYZ format:
```
69
Properties=species:S:1:pos:R:3:forces:R:3
H -2.0422 1.3537 -1.0041 0.1 -0.6 1.6
C 0.4236 -1.5934 1.0722 -0.9 0.9 0.8
H 3.4363 -0.4450 4.6623 -2.9 0.2 -0.6
H -6.8791 -4.9647 0.4329 0.1 0.1 -0.1
C -5.5470 -2.2890 -1.1522 -0.7 -0.9 -0.2
H 2.3866 -1.9759 -0.9289 0.7 2.7 0.0
O -3.7540 3.6537 1.6146 -0.6 0.6 -1.7
C 1.4366 -0.3614 1.4756 -2.9 -2.3 1.2
C 3.2044 1.1343 0.6521 1.4 2.2 1.0
H 6.4294 1.8255 -2.9427 -1.7 0.6 0.8
C -4.0312 3.0269 0.3126 -0.7 -0.9 0.5
C 0.6838 2.5168 -1.9076 -1.1 1.1 -1.2
H 0.5912 -1.3001 -1.9428 -0.7 1.4 1.2
H -0.2090 -1.7470 2.0379 1.2 0.3 -1.6
H -0.6040 0.0869 -1.9907 1.4 -0.7 1.5
H 3.2212 -1.5967 2.3461 -1.8 0.9 -0.1
F 0.5012 0.6802 1.9049 2.6 -1.6 -1.0
H -7.7339 -5.3814 -1.8561 0.1 0.1 0.0
C -7.1174 -4.5102 -1.6571 0.0 0.0 0.0
H 5.8612 3.3206 -2.0272 -0.8 -1.3 -0.8
H 1.7785 1.8948 4.5192 2.7 -0.4 0.8
H 0.9753 -2.5842 0.9098 -0.6 1.6 0.0
C -6.8106 -3.6272 -2.6904 0.1 0.0 0.4
H -4.1120 4.5701 1.5557 0.5 -1.0 0.2
C 2.3070 -0.9516 2.6741 2.1 0.4 0.3
H 5.0253 -1.3335 -1.0893 -1.2 -1.9 1.4
C -6.6357 -4.2782 -0.3715 0.0 0.1 -0.3
H -4.3424 0.9002 -0.3069 1.0 1.0 1.4
O 0.4417 3.1185 -2.9646 1.5 -3.4 6.3
N 5.1604 1.4115 -1.2684 -0.7 0.4 1.5
H 2.0240 0.5300 -1.8372 -0.8 -0.4 1.9
O 3.5959 3.0880 -0.8022 1.0 -5.1 1.5
C 3.9888 1.8957 -0.5151 -0.7 4.8 -2.5
H -5.4503 -2.9727 0.8746 0.0 0.0 -0.1
H 4.6284 2.3671 -3.1590 1.5 0.1 1.3
H 2.5811 1.9431 1.2101 1.0 -1.4 -1.3
C 2.8355 0.0514 3.7946 0.1 0.5 0.4
C 2.9520 -1.1529 -0.3374 3.2 -1.7 -0.7
C -1.9861 -0.4925 0.4475 0.0 0.7 0.4
H 3.9994 0.7948 1.4156 -1.5 -0.2 -1.2
H -0.9880 -2.2227 -0.5219 0.7 1.8 0.7
H -3.4379 3.4930 -0.5514 -0.5 -0.7 1.3
N 0.8113 1.9144 -0.7588 0.3 1.4 -4.2
F -4.7834 -1.2086 -0.9064 0.0 0.1 -0.1
C -2.1507 1.0736 0.1008 -1.6 0.6 1.5
H -4.0179 1.0240 1.5031 0.6 1.1 -1.4
H 6.2657 2.4838 0.2275 0.6 -1.7 -0.7
C 5.5104 2.2999 -2.4233 0.5 0.2 -0.4
C -6.0252 -2.5072 -2.4351 0.1 0.2 -0.1
H 4.7844 -1.7612 0.8725 0.0 2.1 -1.2
H -5.7829 -1.8047 -3.2245 0.0 0.0 0.1
H 7.3166 1.3055 -0.8651 -1.8 0.2 1.0
C -0.6368 -1.2012 -0.0817 0.0 -1.0 -0.3
C 0.1323 -0.4602 -1.2770 0.1 -1.4 -0.6
H 6.1584 0.5905 0.4639 0.6 1.5 -1.1
H 1.6234 -1.7142 3.2288 1.1 1.6 -0.8
C 1.3353 0.5222 -0.8957 -1.1 0.6 -3.5
H -5.1547 3.1600 0.0386 1.8 -0.3 0.6
H 3.4413 2.2291 3.4574 -2.6 -1.0 -0.8
H -2.9125 -1.0463 0.0417 1.7 0.9 0.5
H -2.0446 -0.5814 1.6068 0.2 0.1 -2.0
H -1.5031 1.7613 0.7774 -0.7 -1.4 -1.4
C 4.3663 -1.4278 -0.1395 -2.3 0.5 -0.3
N 2.2322 0.0668 0.2401 -0.2 -1.3 1.7
C -5.8412 -3.1643 -0.1182 0.1 0.1 0.1
C -3.7051 1.4646 0.4863 0.0 -0.5 -1.7
C 2.6671 1.4912 3.9083 0.3 -0.6 -0.4
H -7.1837 -3.8117 -3.6924 0.1 0.1 0.1
C 6.3162 1.4511 -0.2997 0.1 -0.4 0.7
```
Forces are in eV/Å.

In elementary charge units, the Löwdin charges are: H 0.100; C -0.066; H 0.123; H 0.108; C -0.283; H 0.157; O -0.122; C -0.299; C -0.031; H 0.108; C -0.244; C -0.163; H 0.127; H 0.140; H 0.141; H 0.118; F 0.021; H 0.105; C -0.089; H 0.108; H 0.090; H 0.134; C -0.076; H 0.091; C -0.106; H 0.111; C -0.078; H 0.100; O 0.152; N -0.205; H 0.181; O 0.037; C -0.316; H 0.115; H 0.110; H 0.155; C -0.140; C -0.073; C -0.152; H 0.144; H 0.151; H 0.118; N 0.147; F 0.025; C -0.195; H 0.128; H 0.120; C -0.089; C -0.017; H 0.091; H 0.116; H 0.116; C -0.250; C -0.080; H 0.086; H 0.149; C -0.243; H 0.126; H 0.082; H 0.100; H 0.128; H 0.114; C 0.066; N -0.116; C -0.019; C -0.178; C -0.034; H 0.108; C -0.084


4.
Density functional theory data (wB97M-V/def2-TZVPD) for a 2-piece molecular cluster, H4N2O3Si overall at a distorted geometry.

multiplicity = 1

The geometry in XYZ format:
```
10
Properties=species:S:1:pos:R:3:forces:R:3
N -1.4679 0.1819 0.0718 -0.2 -0.8 -0.5
H 0.0417 -0.2164 2.3337 0.5 -0.2 -3.2
O 0.8574 -1.6548 -0.3952 -0.8 0.2 0.1
Si 0.2333 -0.2602 0.1423 2.7 1.3 3.4
H 0.7670 1.8390 -0.8798 0.1 0.3 0.1
H 0.2035 -2.2771 -0.0802 0.0 -1.4 0.1
H 2.1443 0.7884 -0.7950 -1.4 0.4 0.1
O -2.2715 -0.7250 0.2196 -0.6 0.5 -0.1
O -1.6414 1.3747 -0.0089 -1.2 0.6 0.0
N 1.1337 0.9495 -0.6083 1.0 -0.8 0.0
```
Forces are in eV/Å.

In elementary charge units, the Löwdin charges are: N -0.505; H 0.042; O -0.120; Si 0.403; H 0.035; H 0.045; H 0.074; O 0.019; O 0.035; N -0.027


5.
Density functional theory data (wB97M-V/def2-TZVPD) for C36H46BrCuO3PS2Se2 as an isolated structure at a distorted geometry.

<S²> = 0.76
multiplicity = 2

The geometry in XYZ format:
```
92
Properties=species:S:1:pos:R:3:forces:R:3
H 3.7606 4.4890 -0.3455 0.0 0.2 0.0
C 7.2092 3.1955 -1.5427 -0.1 0.1 0.2
C -4.7915 -0.8421 -1.8869 0.1 -0.2 0.2
C -2.7929 -4.9402 0.7956 0.0 -0.1 -0.1
H 2.6895 0.6118 3.9430 0.0 0.1 0.2
C -5.9147 0.6729 2.5510 0.0 0.2 -0.1
H 5.9871 0.8664 -0.4803 0.2 0.0 0.0
Se -2.2472 0.1088 -0.4874 -0.4 0.3 -0.6
H -6.3689 1.6428 2.6960 0.0 0.1 0.0
S 2.4400 -1.5958 3.0265 -0.6 1.1 0.7
C 6.3645 3.5630 -0.3154 0.1 0.1 0.0
O 2.0426 -2.0308 1.6580 0.3 -0.1 0.1
C -5.9069 -0.1277 -4.3492 0.0 0.0 0.0
C 1.3101 4.4885 0.8139 0.0 -0.1 -0.2
C -1.4683 -4.5741 0.9542 0.2 0.0 0.0
H -5.2148 -5.7149 0.3347 -0.1 -0.1 0.0
Se -0.8065 -0.7631 1.0331 0.8 -0.5 0.2
H 1.5410 0.5915 2.5615 -0.2 0.0 -0.1
H -5.2776 -2.2032 4.1904 0.0 -0.1 0.0
H -6.3317 0.0029 4.5411 0.0 0.0 0.1
H 0.3982 5.0817 0.8333 -0.1 0.1 0.0
H -4.3166 -2.7731 1.9817 0.0 -0.1 0.0
H 2.2286 5.1444 -1.7267 0.1 0.1 0.0
C -5.3086 -1.4854 3.3824 -0.1 0.0 0.3
H 0.1171 -1.1549 3.5469 0.0 0.1 -0.1
H 1.3311 3.8693 1.7088 0.0 -0.1 0.1
C -0.7130 -4.2834 -0.1649 0.2 0.1 0.3
H -6.3212 0.1611 -5.3050 0.0 0.0 0.0
C 5.0495 2.8076 -0.3807 0.0 0.0 0.0
C -1.2809 -4.2948 -1.4256 0.1 0.0 -0.2
P -3.8856 -1.4682 -0.4075 0.0 0.3 0.2
H 7.1388 5.5665 -0.2344 0.1 0.1 0.0
H -4.3679 -2.7178 -2.8141 0.0 0.0 -0.1
H 1.3489 -5.4498 -1.7182 -0.1 0.1 -0.1
H 2.1545 5.1712 0.8497 0.1 0.1 0.0
C -2.6069 -4.6534 -1.5748 0.1 -0.1 0.1
H -5.3449 1.1427 -1.2801 0.0 0.1 0.0
C -4.7753 -0.8814 1.1044 0.1 -0.3 -0.3
H 8.1486 3.7442 -1.5374 0.1 0.1 0.0
C 2.5949 2.7358 -0.4208 -0.1 -0.3 0.0
Cu 1.4828 -1.1425 -0.3669 -1.1 0.5 0.5
C -5.8958 -0.2472 3.5843 0.0 -0.1 0.1
C 2.5961 1.3112 -0.4754 0.8 0.8 0.0
C -5.3546 0.4150 -2.0737 0.0 0.1 0.0
H -1.0185 -4.4974 1.9323 0.0 0.0 0.2
O 1.5001 0.6318 -0.4953 -0.2 0.8 -0.1
C -3.3758 -4.9957 -0.4657 0.1 0.0 0.1
H 1.4078 3.8469 -2.5938 0.0 0.0 -0.1
H -3.3871 -5.1954 1.6606 -0.1 0.0 0.1
H -0.6777 -4.0019 -2.2724 0.0 0.0 -0.1
C 1.7557 -5.2935 -0.7247 -0.1 0.6 0.4
H 8.0629 3.6775 1.0228 0.1 0.0 0.1
H -5.3314 1.1223 0.5620 0.0 0.1 0.0
H -0.8149 3.5617 -0.5124 0.0 0.1 0.0
H 5.5902 5.3791 0.5862 -0.1 0.1 0.1
C -5.3432 -1.3815 -4.1793 0.0 -0.1 -0.2
C 7.1138 3.1483 0.9587 -0.1 0.1 -0.2
H 5.6583 5.4265 -1.1824 -0.1 0.1 -0.1
H 7.4355 2.1335 -1.5507 0.1 -0.1 -0.1
C 1.3694 4.4792 -1.7085 0.0 -0.1 0.2
Br 4.0581 -1.2006 -0.6891 0.0 0.6 -0.1
H 0.6373 -2.7554 4.1040 0.1 -0.2 0.0
H -6.3586 1.7421 -3.4083 0.0 0.1 0.0
H -4.9320 -6.1815 -1.3464 0.0 0.0 0.0
H 6.6690 3.4320 -2.4565 0.0 0.0 -0.1
C 6.1672 5.0796 -0.2860 0.0 -0.3 0.0
C 3.8808 0.7285 -0.5166 0.2 -0.3 0.0
H 2.8233 -5.1001 -0.7804 0.1 0.0 0.0
H 0.4670 5.0853 -1.7619 -0.1 0.1 0.0
H 1.5570 -6.1431 -0.0830 0.0 -0.2 0.1
C -5.3421 0.3676 1.3302 0.0 0.0 0.0
H -5.3199 -2.0797 -5.0055 0.0 0.0 0.0
H -3.0487 -4.6787 -2.5618 0.0 0.0 -0.1
C 0.0066 2.8457 -0.4817 0.1 -0.1 0.0
C 5.0661 1.4258 -0.4596 -0.1 -0.1 0.0
C -4.8145 -5.3807 -0.6179 0.0 0.0 0.0
C -5.9205 0.7616 -3.2884 0.0 0.1 0.0
C -4.7653 -1.8026 2.1502 0.0 0.0 -0.2
H -5.4034 -4.5270 -0.9554 -0.1 0.1 0.0
C 1.3328 3.6030 -0.4438 -0.2 0.2 0.0
S 1.0048 -3.7982 0.0371 -1.2 -2.9 -0.1
C 0.9127 -1.7085 4.0366 0.6 0.0 -0.4
H 3.2889 0.5209 2.2723 0.1 -0.1 -0.1
H 6.5197 3.3852 1.8396 0.0 0.0 0.1
C -4.8030 -1.7372 -2.9564 0.0 0.0 0.1
H 7.3142 2.0803 0.9617 0.1 -0.1 0.0
H -0.1203 2.2204 0.3972 -0.1 -0.1 0.0
O 1.1820 -2.8082 -1.0714 0.4 -0.1 -1.1
C 3.8009 3.4151 -0.3794 0.2 -0.1 0.0
H -0.0573 2.2171 -1.3657 -0.1 -0.1 0.0
H 1.1191 -1.3208 5.0260 0.1 0.1 0.2
C 2.4891 0.2321 2.9486 0.1 -0.6 0.0
```
Forces are in eV/Å.

In elementary charge units, the Löwdin charges are: H 0.090; C -0.046; C -0.453; C -0.057; H 0.054; C -0.084; H 0.094; Se 0.242; H 0.103; S 0.880; C -0.562; O -0.749; C -0.089; C -0.042; C -0.084; H 0.076; Se 0.219; H 0.037; H 0.099; H 0.100; H 0.083; H 0.075; H 0.073; C -0.090; H -0.020; H 0.086; C -0.398; H 0.101; C -0.185; C -0.062; P 0.760; H 0.083; H 0.070; H 0.058; H 0.071; C -0.057; H 0.075; C -0.437; H 0.082; C -0.078; Cu 0.182; C -0.092; C -0.380; C -0.105; H 0.109; O -0.250; C -0.301; H 0.092; H 0.111; H 0.118; C -0.181; H 0.082; H 0.076; H 0.086; H 0.084; C -0.087; C -0.046; H 0.086; H 0.073; C -0.042; Br 0.895; H 0.048; H 0.103; H 0.084; H 0.091; C -0.061; C -0.491; H 0.053; H 0.082; H 0.058; C -0.103; H 0.102; H 0.113; C -0.098; C -0.107; C -0.042; C -0.082; C -0.124; H 0.076; C -0.526; S 0.970; C -0.247; H 0.046; H 0.088; C -0.123; H 0.075; H 0.047; O -0.576; C 0.010; H 0.072; H 0.051; C -0.218


Q: Which electronic energy values were calculated for the entries above? A: -41997.635, -20269.836, -42536.063, -17062.607, -320554.728, in eV.